Here is a 2-piece molecular cluster, C7H14ClN3O8PS2 overall from the Open Molecules 2025 dataset. Energies are from ωB97M-V with the def2-TZVPD basis set.

Molecular weight in g mol⁻¹: 398.76
Maximum force in Eh/bohr: 0.129
Multiplicity: 1
Net charge: -1
E_tot in eV: -71810.8525
HOMO level in hartree: -0.068

Each atom is followed by the atoms it is bonded to, with distances in Å.
Cartesian coordinates (Å):
1 N -2.494 1.450 -0.171  P2 1.616, H18 1.042
2 P -1.359 2.537 0.206  N1 1.616, O3 1.719, O4 1.724, C5 1.883
3 O -1.372 3.867 -0.884  P2 1.719, H19 0.989
4 O -1.731 3.081 1.800  P2 1.724, H20 0.992
5 C 0.370 1.794 0.262  P2 1.883, C6 1.540, N17 1.451
6 C 0.523 0.309 0.639  C5 1.540, N7 1.452, H21 1.135
7 N 1.959 0.091 0.627  C6 1.452, C8 1.489, C16 1.463
8 C 2.555 -1.229 0.969  N7 1.489, C9 1.603, H22 1.159, H23 1.144
9 C 1.561 -2.243 1.712  C8 1.603, C10 1.625, H24 1.140, H25 1.156
10 C 0.713 -3.152 0.665  C9 1.625, C11 1.616, H26 1.140, H27 1.148
11 C 1.693 -4.275 0.042  C10 1.616, S12 1.854, H28 1.142, H29 1.140
12 S 1.100 -4.708 -1.660  C11 1.854, O13 1.506, O14 1.500, Cl15 2.098
13 O 1.547 -6.121 -1.929  S12 1.506
14 O -0.389 -4.632 -1.831  S12 1.500
15 Cl 1.927 -3.373 -3.050  S12 2.098
16 C 2.673 1.315 0.263  N7 1.463, N17 1.448, H30 1.139
17 N 1.690 2.356 0.043  C5 1.451, C16 1.448, H31 1.026
18 H -2.027 0.534 -0.342  N1 1.042
19 H -1.535 3.550 -1.806  O3 0.989
20 H -1.748 2.229 2.309  O4 0.992
21 H -0.347 -0.380 0.880  C6 1.135
22 H 2.926 -1.684 -0.030  C8 1.159
23 H 3.454 -1.068 1.658  C8 1.144
24 H 0.801 -1.752 2.405  C9 1.140
25 H 2.229 -2.974 2.310  C9 1.156
26 H 0.166 -2.523 -0.112  C10 1.140
27 H -0.084 -3.694 1.289  C10 1.148
28 H 2.752 -3.854 -0.036  C11 1.142
29 H 1.727 -5.151 0.770  C11 1.140
30 H 3.800 1.459 0.196  C16 1.139
31 H 1.791 3.346 -0.206  N17 1.026
32 O -6.365 4.979 -1.897  S33 1.476
33 S -4.976 4.978 -1.399  O32 1.476, O34 1.478, O35 1.482, O36 1.478
34 O -4.688 6.276 -0.752  S33 1.478
35 O -4.041 4.771 -2.529  S33 1.482
36 O -4.800 3.891 -0.413  S33 1.478